# 1
Below is a molecular structure, C44H48FInN2OP2Si in a non-equilibrium geometry, with properties calculated with the ωB97M-V functional and the def2-TZVPD basis.

The geometry in XYZ format:
```
100
Properties=species:S:1:pos:R:3
In -0.7631 -0.6473 -1.4951
C 1.2617 -0.3154 2.2767
N 2.4110 0.2299 1.6562
C 2.8866 -0.4237 0.5007
P 2.0776 0.0436 -1.1904
C 2.8468 -1.1494 -2.3292
C 2.7163 -0.8773 -3.6937
C 3.2663 -1.7254 -4.6366
C 3.9344 -2.8724 -4.2354
C 4.0260 -3.1721 -2.8872
C 3.4889 -2.3194 -1.9384
C 2.9294 1.5775 -1.6978
C 2.1977 2.7432 -1.9013
C 2.8358 3.8951 -2.3276
C 4.2040 3.8906 -2.5463
C 4.9381 2.7326 -2.3330
C 4.3070 1.5746 -1.9177
C 3.2480 1.1293 2.3792
C 3.7592 0.7289 3.6126
C 4.5869 1.5729 4.3299
C 4.8832 2.8343 3.8370
C 4.3819 3.2334 2.6080
C 3.5782 2.3809 1.8691
P -0.3919 -0.0677 1.3310
C -1.4648 -1.1335 2.3409
C -1.9433 -0.7323 3.5871
C -2.8131 -1.5461 4.2875
C -3.2084 -2.7649 3.7561
C -2.7265 -3.1744 2.5222
C -1.8588 -2.3598 1.8182
C -1.0116 1.5512 1.8494
C -0.1728 2.5909 2.2345
C -0.7221 3.7965 2.6343
C -2.0968 3.9765 2.6478
C -2.9314 2.9504 2.2320
C -2.3930 1.7489 1.8151
H 1.1194 0.1237 3.2663
H 1.3175 -1.4119 2.3646
H 2.6949 -1.5013 0.5740
H 3.9538 -0.2300 0.3650
H 2.1850 0.0117 -4.0144
H 3.1782 -1.5002 -5.6880
H 4.3912 -3.5227 -4.9651
H 4.5245 -4.0741 -2.5676
H 3.5878 -2.5742 -0.8951
H 1.1312 2.7426 -1.7322
H 2.2656 4.7949 -2.4993
H 4.6979 4.7860 -2.8907
H 6.0045 2.7300 -2.5013
H 4.8783 0.6680 -1.7696
H 3.5277 -0.2569 3.9875
H 5.0037 1.2362 5.2668
H 5.5073 3.5005 4.4090
H 4.6122 4.2144 2.2210
H 3.1909 2.6842 0.9078
H -1.6422 0.2193 4.0003
H -3.1887 -1.2199 5.2460
H -3.8970 -3.3886 4.3034
H -3.0321 -4.1245 2.1113
H -1.4802 -2.6513 0.8464
H 0.8982 2.4508 2.2401
H -0.0693 4.5949 2.9463
H -2.5172 4.9093 2.9904
H -4.0016 3.0835 2.2336
H -3.0373 0.9450 1.4835
C -3.1756 -2.7651 -1.7789
Si -4.2293 -1.1857 -1.6078
C -5.2157 -1.0831 -3.2309
C -5.2712 -1.3170 -0.0027
N -3.0909 0.1113 -1.2696
C -3.3435 1.4152 -1.3963
C -4.6386 1.9457 -1.6342
C -4.8851 3.2965 -1.6488
C -3.8568 4.2158 -1.4746
C -2.5697 3.7514 -1.2436
C -2.3435 2.3987 -1.2006
F -1.0422 1.9631 -1.0680
H -3.7915 -3.6130 -2.0571
H -2.6793 -3.0002 -0.8435
H -2.4274 -2.6465 -2.5627
H -5.7400 -2.0246 -3.3693
H -4.5643 -0.9476 -4.0926
H -5.9628 -0.2970 -3.2532
H -5.9263 -2.1771 -0.0757
H -5.8940 -0.4429 0.1509
H -4.6437 -1.4473 0.8741
H -5.4536 1.2523 -1.7418
H -5.8946 3.6436 -1.8056
H -4.0508 5.2734 -1.5376
H -1.7485 4.4338 -1.0951
C 0.0261 -5.5046 -1.2810
C 0.5060 -4.2263 -0.6787
C 1.3240 -4.3626 0.5660
O 0.2453 -3.1258 -1.1400
H 0.3715 -6.3700 -0.7243
H 0.3547 -5.5812 -2.3166
H -1.0635 -5.4984 -1.2978
H 2.3153 -4.7296 0.3000
H 0.8825 -5.0938 1.2373
H 1.4057 -3.4022 1.0690
```

2S+1 = 1
HOMO energy (alpha / beta) = -12.7 / -12.8 eV
frontier orbital gap (alpha / beta) = 5.1 / 5.1 eV
charge = +2
energy relative to the best compared isomer or geometry (same formula, charge and spin) = 15.2 kcal/mol

=====

# 2
Below is a molecular structure, C44H48N2P2Rh, with properties calculated with the ωB97M-V functional and the def2-TZVPD basis.

The geometry in XYZ format:
```
97
Properties=species:S:1:pos:R:3
Rh -0.4953 0.1457 -0.5597
C -2.4432 2.3350 1.5454
C -2.2414 3.5348 0.5986
P -2.6570 3.3127 -1.1676
C -3.1332 4.8010 -1.9436
C -3.9175 5.7502 -1.2502
C -4.3433 6.8845 -1.9015
C -4.0250 7.0757 -3.2475
C -3.2806 6.1278 -3.9511
C -2.8466 4.9871 -3.3154
C -1.2167 2.5719 -1.9819
C -0.0086 3.2623 -2.0486
C 1.1026 2.6721 -2.6494
C 1.0191 1.3885 -3.1597
C -0.1909 0.6859 -3.1101
C -1.3212 1.2815 -2.5419
P -2.3935 0.6449 0.8337
C -2.3292 -0.4718 2.2342
C -3.4330 -1.2369 2.6070
C -3.3346 -2.0894 3.6972
C -2.1452 -2.1787 4.4065
C -1.0414 -1.4197 4.0314
C -1.1272 -0.5704 2.9430
C -3.9308 0.4086 -0.0712
C -3.9789 -0.6433 -0.9919
C -5.1380 -0.9009 -1.7038
C -6.2605 -0.1038 -1.5064
C -6.2243 0.9402 -0.5928
C -5.0664 1.1974 0.1277
H -3.3881 2.4188 2.0853
H -1.6661 2.3533 2.3115
H -1.1914 3.8424 0.5876
H -2.8051 4.3929 0.9640
H -4.1850 5.5998 -0.2124
H -4.9282 7.6248 -1.3735
H -4.3684 7.9678 -3.7547
H -3.0493 6.2878 -4.9950
H -2.2768 4.2461 -3.8614
H 0.0706 4.2687 -1.6529
H 2.0297 3.2256 -2.7190
H 1.8819 0.9331 -3.6279
H -0.2757 -0.2857 -3.5805
H -2.2894 0.7957 -2.6057
H -4.3635 -1.1645 2.0582
H -4.1906 -2.6787 3.9964
H -2.0775 -2.8407 5.2593
H -0.1201 -1.4907 4.5935
H -0.2637 0.0219 2.6522
H -3.1091 -1.2789 -1.1311
H -5.1737 -1.7248 -2.4039
H -7.1682 -0.3049 -2.0593
H -7.1043 1.5473 -0.4283
H -5.0728 1.9993 0.8554
C 1.2214 -6.6209 0.5399
C 2.1266 -5.7298 -0.3271
C 2.2267 -6.3157 -1.7460
C 3.5220 -5.6828 0.2936
C 1.4957 -4.3523 -0.4252
C 0.2104 -4.1958 -0.9507
C -0.3484 -2.9432 -1.0284
N 0.2915 -1.8371 -0.6230
C 1.5350 -1.9520 -0.1167
C 2.1440 -3.1898 -0.0084
C 2.1984 -0.6901 0.3249
C 3.4966 -0.6635 0.8071
C 4.0846 0.5255 1.2341
C 3.2947 1.6768 1.1507
C 2.0166 1.5930 0.6547
N 1.4697 0.4405 0.2416
C 5.5021 0.5992 1.7733
C 5.4411 1.1176 3.2202
C 6.1957 -0.7623 1.7586
C 6.3059 1.5807 0.9039
H 1.6639 -7.6138 0.6150
H 0.2255 -6.7377 0.1115
H 1.1198 -6.2196 1.5498
H 2.6767 -7.3067 -1.6943
H 2.8533 -5.6942 -2.3881
H 1.2483 -6.4229 -2.2153
H 3.9221 -6.6944 0.3452
H 3.5044 -5.2910 1.3132
H 4.2181 -5.0929 -0.3069
H -0.3589 -5.0461 -1.2981
H -1.3438 -2.8047 -1.4311
H 3.1341 -3.2642 0.4105
H 4.0675 -1.5763 0.8516
H 3.6733 2.6374 1.4699
H 1.3918 2.4741 0.5750
H 4.8682 0.4432 3.8589
H 4.9993 2.1129 3.2815
H 6.4524 1.1820 3.6208
H 5.6844 -1.4894 2.3934
H 7.2063 -0.6514 2.1492
H 6.2835 -1.1663 0.7476
H 5.8878 2.5877 0.9248
H 6.3531 1.2449 -0.1334
H 7.3253 1.6417 1.2840
```

2S+1 = 5
HOMO energy (alpha / beta) = -16.0 / -16.5 eV
expectation value of S² = 6.026
frontier orbital gap (alpha / beta) = 8.2 / 5.9 eV
charge = +3

=====

# 3
Below is a molecular structure, C44H49BCl2F10N5Re in a non-equilibrium geometry, with properties calculated with the ωB97M-V functional and the def2-TZVPD basis.

The geometry in XYZ format:
```
112
Properties=species:S:1:pos:R:3
Re 0.0454 0.2693 -0.0947
C -1.8717 -2.1845 -0.4330
N -0.5668 -1.7915 0.1480
C -0.6076 -2.1256 1.6035
C -1.2944 -1.0058 2.3451
N -0.4825 0.1798 2.1059
C -0.2715 1.0083 3.1897
C -0.9393 0.9814 4.4431
F -1.9684 0.1483 4.6915
C -0.6518 1.8491 5.4846
F -1.3445 1.7471 6.6176
C 0.3176 2.8341 5.3595
F 0.5850 3.6702 6.3540
C 0.9774 2.9244 4.1454
F 1.9035 3.8613 3.9375
C 0.6745 2.0380 3.1296
F 1.3359 2.2204 1.9680
C 0.4945 -2.5934 -0.5304
C 1.8529 -2.1385 -0.0418
N 1.8030 -0.6774 -0.0110
C 2.9664 0.0326 0.2187
C 4.2031 -0.4730 0.6354
F 4.3835 -1.7875 0.8529
C 5.2899 0.3653 0.8459
F 6.4451 -0.1621 1.2406
C 5.1830 1.7423 0.6762
F 6.2240 2.5361 0.9154
C 3.9654 2.2789 0.2717
F 3.8036 3.5919 0.1467
C 2.9238 1.4121 0.0315
F 1.7123 1.9137 -0.3867
H -1.9865 -3.2638 -0.3138
H -2.6806 -1.6799 0.0841
H -1.8970 -1.9345 -1.4889
H -1.0995 -3.0931 1.7195
H 0.4130 -2.2001 1.9731
H -2.3243 -0.8694 1.9955
H -1.3606 -1.2930 3.3880
H 0.3222 -3.6547 -0.3235
H 0.3879 -2.4206 -1.6024
H 2.0995 -2.5545 0.9412
H 2.6146 -2.4942 -0.7392
C -0.4817 -2.3457 -5.8249
C -0.5938 -2.4148 -4.2986
C -0.0678 -3.7654 -3.8112
C -2.0200 -2.1491 -3.8612
C -2.9646 -3.1546 -4.0201
C -4.2870 -2.9484 -3.6755
C -4.6737 -1.7133 -3.1999
C -3.7670 -0.6667 -3.0252
C -4.3717 0.6181 -2.4908
C -4.4135 0.5694 -0.9674
C -3.8022 1.9301 -3.0221
C -2.4215 -0.9133 -3.3213
N -1.3920 0.0956 -3.2257
B -0.2757 0.4098 -2.3178
N 0.5725 1.2627 -3.1602
C -0.0342 1.4461 -4.3892
C -1.1765 0.7416 -4.4370
C 1.8095 1.9865 -2.9891
C 3.0581 1.3865 -3.2156
C 4.1940 2.1770 -3.0352
C 4.1119 3.5173 -2.7099
C 2.8697 4.1046 -2.5722
C 1.7076 3.3557 -2.7100
C 0.3694 4.0577 -2.5875
C 0.1052 4.9257 -3.8201
C 0.2708 4.9125 -1.3209
C 3.3138 -0.0149 -3.7440
C 2.7148 -0.2733 -5.1247
C 2.9593 -1.1191 -2.7635
H 0.5504 -2.4959 -6.1366
H -0.8150 -1.3857 -6.2137
H -1.0903 -3.1244 -6.2852
H 0.0450 -1.6346 -3.8762
H -0.5629 -4.5930 -4.3150
H -0.2088 -3.9062 -2.7373
H 0.9965 -3.8487 -4.0291
H -2.6640 -4.1085 -4.4260
H -5.0148 -3.7365 -3.8006
H -5.7145 -1.5360 -2.9675
H -5.4147 0.5891 -2.8220
H -3.4149 0.4451 -0.5551
H -5.0184 -0.2691 -0.6236
H -4.8401 1.4829 -0.5562
H -2.8025 2.1414 -2.6494
H -4.4580 2.7474 -2.7232
H -3.7552 1.9276 -4.1096
H 0.4174 2.0594 -5.1470
H -1.8687 0.6310 -5.2506
H 5.1659 1.7289 -3.1923
H 5.0115 4.1041 -2.5856
H 2.8008 5.1594 -2.3521
H -0.4136 3.2963 -2.5486
H 0.8806 5.6835 -3.9263
H -0.8531 5.4353 -3.7303
H 0.0882 4.3344 -4.7338
H 0.8468 5.8314 -1.4173
H 0.6395 4.3885 -0.4421
H -0.7648 5.2078 -1.1478
H 4.3994 -0.0563 -3.8747
H 1.6368 -0.3873 -5.0899
H 3.1335 -1.1915 -5.5346
H 2.9484 0.5367 -5.8139
H 1.9134 -1.0526 -2.4664
H 3.5797 -1.0454 -1.8713
H 3.1309 -2.0955 -3.2161
Cl -1.2794 2.3015 -0.2040
C -1.9310 3.2072 1.2486
Cl -3.2121 2.3615 2.0632
H -2.3140 4.1127 0.7820
H -1.0887 3.3918 1.9057
```

2S+1 = 4
HOMO energy (alpha / beta) = -10.1 / -10.3 eV
expectation value of S² = 3.777
frontier orbital gap (alpha / beta) = 6.7 / 5.7 eV
charge = +1

=====

> Look up the 2S+1 of the third one.

4

=====

> 2S+1 of number 1 (C44H48FInN2OP2Si)?

1

=====

> Look up the 2S+1 of the first one.

1